DFT (ωB97M-V/def2-TZVPD) results for a cluster of 2 separate species, C5H4F2 in total.

Last column: natural (NBO) charge in e.
Geometry (Å):
1 C -1.161 2.288 -0.288  -0.1272
2 C -1.498 1.231 0.127  -0.1132
3 C 0.674 -0.843 -0.097  -0.2674
4 C -0.426 -1.025 0.511  -0.2708
5 C -1.663 -0.226 0.346  0.6902
6 F -2.692 -0.572 1.041  -0.2601
7 F -2.201 -0.605 -1.433  -0.5475
8 H -1.175 3.365 -0.530  0.2534
9 H 1.340 -1.564 0.123  0.1995
10 H 0.854 -0.275 -0.967  0.2237
11 H -0.657 -1.716 1.258  0.2194

Calculated values
energy relative to the best compared isomer or geometry (same formula, charge and spin)	88.3	kcal/mol
E_tot	-392.4739	Ha

DFT (ωB97M-V/def2-TZVPD) results for the molecule C5H4F2S.

Last column: natural (NBO) charge in e.
Geometry (Å):
1 C 0.154 2.057 0.224  -0.3329
2 C -0.223 0.811 0.178  -0.2940
3 S -1.838 0.148 0.131  0.3818
4 C -1.229 -1.374 -0.235  -0.3543
5 C 0.096 -1.544 -0.137  -0.3196
6 C 0.859 -0.305 0.066  0.6458
7 F 1.600 -0.683 1.240  -0.3472
8 F 1.819 0.083 -0.966  -0.3546
9 H -0.626 2.989 0.275  0.2133
10 H 1.161 2.514 -0.339  0.2512
11 H -2.245 -2.079 -0.183  0.2603
12 H 0.472 -2.618 -0.253  0.2503

Calculated values
SMILES string	C=C1SC=CC1(F)F
energy relative to the best compared isomer or geometry (same formula, charge and spin)	50.9	kcal/mol
E_tot	-790.7283	Ha

DFT (ωB97M-V/def2-TZVPD) results for a cluster of 2 separate species, C5H4F6N3O in total.

Last column: natural (NBO) charge in e.
Geometry (Å):
1 C -0.074 0.962 -1.756  0.4091
2 C -1.214 -1.131 -1.260  0.7929
3 C -0.113 0.194 0.496  0.1387
4 C 1.839 -0.808 0.789  1.0143
5 C -0.481 0.770 1.871  0.9441
6 N -0.673 -0.134 -2.163  -0.5769
7 N -0.965 -0.831 0.052  -0.6343
8 N 0.168 1.175 -0.485  -0.5151
9 O -1.824 -2.053 -1.674  -0.4799
10 F 1.530 -2.036 1.106  -0.2831
11 F 2.365 -0.715 -0.420  -0.3088
12 F 2.533 -0.174 1.690  -0.2777
13 F 0.360 1.750 2.188  -0.3018
14 F -1.712 1.285 1.833  -0.3003
15 F -0.449 -0.166 2.802  -0.2872
16 H 0.230 1.712 -2.479  0.2599
17 H -0.856 -0.315 -3.149  0.4697
18 H -1.285 -1.514 0.730  0.4643
19 H 0.621 2.031 -0.171  0.4722

Calculated values
net charge	+1
energy relative to the best compared isomer or geometry (same formula, charge and spin)	25.5	kcal/mol
E_tot	-1031.3806	Ha

DFT (ωB97M-V/def2-TZVPD) results for a structure of composition C5H4GaO7.

Last column: Mulliken spin population.
Geometry (Å):
1 O 3.117 -0.564 -2.043  0.0019
2 C 2.725 -1.577 -1.494  0.0013
3 O 3.017 -2.719 -1.374  0.0081
4 O -0.648 1.410 1.059  0.0350
5 C -2.020 1.202 0.800  0.0026
6 C -2.078 -0.263 0.382  0.0020
7 O -1.018 -0.823 1.118  0.0297
8 C 0.059 0.129 1.134  -0.0206
9 H -2.610 1.377 1.715  0.0001
10 H -2.370 1.886 0.014  0.0003
11 H -1.911 -0.379 -0.704  -0.0013
12 H -3.015 -0.764 0.653  0.0013
13 Ga 2.382 1.262 -2.015  0.0286
14 O 1.346 1.028 -0.718  0.0210
15 O 0.854 0.005 2.134  0.8222
16 O 1.273 -1.199 -0.483  0.0153
17 C 0.898 -0.010 -0.178  0.0527

Calculated values
energy relative to the best compared isomer or geometry (same formula, charge and spin)	0.0	kcal/mol
E_tot	-2644.2951	Ha
spin multiplicity	2

DFT (ωB97M-V/def2-TZVPD) results for a cluster of 2 separate species, C5H4I2 in total.

Last column: natural (NBO) charge in e.
Geometry (Å):
1 C 0.849 -1.424 -0.293  -0.1275
2 C 2.130 -1.212 -0.426  -0.3923
3 C -0.129 1.342 0.443  -0.0952
4 C -1.022 2.182 0.191  -0.3583
5 C -0.365 -1.622 -0.088  -0.2670
6 I -3.354 1.422 0.164  -0.0599
7 I -2.213 -2.312 0.158  0.3599
8 H 2.439 -0.714 -1.379  0.2213
9 H 2.934 -1.294 0.407  0.2314
10 H -0.061 0.321 0.653  0.2163
11 H -1.208 3.310 0.170  0.2713

Calculated values
energy relative to the best compared isomer or geometry (same formula, charge and spin)	98.4	kcal/mol
E_tot	-788.0440	Ha

DFT (ωB97M-V/def2-TZVPD) results for a cluster of 2 separate species, C5H4IN2O2 in total.

Last column: natural (NBO) charge in e.
Geometry (Å):
1 C -1.615 -1.163 1.038  -0.3814
2 C -1.802 -0.798 -0.290  -0.0914
3 C -0.553 -0.378 1.458  -0.0779
4 C 2.277 -0.114 -2.024  1.0548
5 C 1.006 1.131 0.336  -0.5262
6 N -0.914 0.119 -0.663  -0.2863
7 N -0.168 0.371 0.407  -0.1977
8 O 2.327 -1.132 -1.489  -0.5487
9 O 2.321 0.834 -2.667  -0.5329
10 I 0.575 3.119 -0.513  -0.1494
11 H -2.168 -1.882 1.614  0.2032
12 H -2.537 -1.151 -0.992  0.1853
13 H -0.059 -0.310 2.411  0.2002
14 H 1.310 1.355 1.372  0.1485

Calculated values
net charge	-1
energy relative to the best compared isomer or geometry (same formula, charge and spin)	40.4	kcal/mol
E_tot	-750.6330	Ha